1.
Density functional theory data (ωB97M-V/def2-TZVPD) for a single C20H19F2N5O2 molecule.

Each line ends with the Löwdin charge.
CARTESIAN COORDINATES (ANGSTROEM)
C: 4.362 0.925 -5.601  -0.09
O: 4.574 0.465 -4.282  -0.10
C: 3.475 0.616 -3.427  -0.20
C: 3.653 1.422 -2.320  0.06
C: 2.602 1.623 -1.378  -0.16
O: 2.720 2.368 -0.202  -0.07
C: 4.035 2.935 0.010  -0.07
C: 1.357 0.981 -1.569  -0.14
F: 0.402 1.052 -0.614  0.09
C: 1.124 0.209 -2.734  -0.07
C: -0.239 -0.414 -3.017  -0.11
C: -0.417 -1.852 -2.477  -0.12
C: -0.578 -1.829 -0.964  -0.27
C: 0.521 -2.062 -0.099  -0.07
N: 0.431 -1.841 1.247  0.14
C: -0.744 -1.429 1.674  -0.30
N: -1.106 -1.201 2.993  0.13
C: -2.452 -0.849 3.065  -0.18
C: -3.141 -0.490 4.314  -0.13
C: -2.514 -0.482 5.531  -0.04
N: -3.443 0.008 6.432  -0.02
N: -4.646 0.217 5.827  0.07
C: -4.514 -0.114 4.564  -0.28
C: -5.709 -0.107 3.594  -0.03
C: -2.947 -0.902 1.751  0.05
C: -1.850 -1.265 0.853  -0.22
N: -1.803 -1.479 -0.479  0.18
C: 2.177 0.039 -3.661  -0.11
F: 1.940 -0.726 -4.794  0.05
H: 3.609 1.712 -5.671  0.09
H: 5.296 1.308 -6.072  0.10
H: 4.019 0.069 -6.210  0.09
H: 4.605 1.901 -2.175  0.11
H: 4.814 2.173 0.170  0.10
H: 3.962 3.515 0.930  0.09
H: 4.358 3.553 -0.794  0.07
H: -1.021 0.221 -2.613  0.12
H: -0.389 -0.473 -4.076  0.10
H: 0.425 -2.507 -2.690  0.11
H: -1.320 -2.260 -2.923  0.11
H: 1.494 -2.324 -0.497  0.11
H: -0.461 -1.298 3.799  0.17
H: -1.490 -0.692 5.742  0.11
H: -3.212 0.274 7.398  0.16
H: -5.599 0.649 2.837  0.06
H: -5.786 -1.075 3.046  0.09
H: -6.625 0.044 4.184  0.08
H: -3.948 -0.608 1.379  0.11

Computed properties:
ΔE to the lowest compared entry with this formula, charge and spin = 1.5 kcal per mole
Net charge = 0
E_HOMO = -7.91 eV
SMILES string = COc1cc(OC)c(F)c(CCc2cnc3[nH]c(-c4c[nH]nc4C)cc3n2)c1F
HOMO-LUMO gap = 8.249 eV
Multiplicity = 1
Largest force on an atom = 0.04458 Eh/bohr

2.
Density functional theory data (ωB97M-V/def2-TZVPD) for 2 unconnected molecules or ions with the total composition CH2F2O3S.

Each line ends with the Löwdin charge.
CARTESIAN COORDINATES (ANGSTROEM)
C: 1.559 -0.311 0.056  0.00
O: -0.549 -0.555 1.668  -0.21
O: -0.639 -1.261 -0.695  -0.14
O: -0.289 1.147 -0.140  -0.26
F: -2.024 -1.049 -0.653  0.00
F: -1.678 2.154 -0.393  -0.16
S: -0.037 -0.282 0.380  0.64
H: 1.689 -0.089 -1.015  0.09
H: 1.969 0.246 0.793  0.03

Computed properties:
ΔE to the lowest compared entry with this formula, charge and spin = 125.3 kcal per mole
Net charge = 0
E_HOMO (spin up / spin down) = -11.32 / -11.39 eV
HOMO-LUMO gap (spin up / spin down) = 10.060 / 8.696 eV
Multiplicity = 1
Largest force on an atom = 0.09056 Eh/bohr

3.
Density functional theory data (ωB97M-V/def2-TZVPD) for a single C7H12O molecule.

Each line ends with the Löwdin charge.
CARTESIAN COORDINATES (ANGSTROEM)
C: -0.381 -0.776 -1.658  -0.09
C: -0.429 -1.794 -0.479  -0.25
C: -0.490 -1.227 0.887  -0.07
C: 0.410 2.504 -0.596  0.08
C: 0.173 1.684 0.437  -0.47
O: -1.111 1.656 0.888  0.02
C: 1.085 0.654 0.826  0.01
C: 0.598 -0.540 1.559  -0.30
H: -0.100 -1.348 -2.548  0.07
H: -1.346 -0.294 -1.776  0.08
H: 0.472 -0.115 -1.557  0.05
H: 0.474 -2.395 -0.595  0.11
H: -1.281 -2.417 -0.723  0.10
H: -1.275 0.741 1.183  0.07
H: -1.435 -1.253 1.400  0.10
H: 1.308 2.493 -1.201  0.07
H: -0.383 3.191 -0.843  0.07
H: 0.276 -0.105 2.520  0.13
H: 2.039 0.542 0.339  0.11
H: 1.397 -1.201 1.938  0.13

Computed properties:
ΔE to the lowest compared entry with this formula, charge and spin = 108.9 kcal per mole
Net charge = 0
E_HOMO = -6.61 eV
HOMO-LUMO gap = 5.399 eV
Multiplicity = 1
Largest force on an atom = 0.05644 Eh/bohr

4.
Density functional theory data (ωB97M-V/def2-TZVPD) for a molecular structure, C8H21F3INO7PSSi2.

Each line ends with the Löwdin charge.
CARTESIAN COORDINATES (ANGSTROEM)
C: -0.574 -1.846 2.729  -0.11
C: -1.747 -1.432 1.768  -0.18
C: -1.590 0.094 1.436  -0.25
O: -1.267 0.257 0.071  -0.23
C: -1.099 1.621 -0.300  -0.27
Si: 0.669 2.316 -0.353  0.58
C: 1.180 3.290 1.228  -0.21
C: 1.184 2.473 2.543  -0.49
C: -0.046 2.787 3.471  -0.06
O: 2.357 2.892 3.282  -0.11
O: 1.878 1.295 -0.985  -0.43
Si: 2.230 -0.163 -0.194  -0.08
I: 3.913 -0.042 1.594  0.47
P: 3.105 -1.530 -1.747  0.64
N: 1.817 -1.966 -2.828  -0.20
O: 4.181 -0.509 -2.617  -0.39
H: -0.632 -2.911 3.004  0.07
H: -0.624 -1.187 3.620  0.07
H: 0.413 -1.652 2.265  0.04
H: -2.692 -1.554 2.327  0.10
H: -1.733 -2.032 0.840  0.12
H: -2.460 0.702 1.762  0.12
H: -0.718 0.446 2.034  0.08
H: -1.518 1.732 -1.325  0.10
H: -1.710 2.256 0.385  0.09
H: 0.584 3.419 -1.348  0.01
H: 2.126 3.838 1.054  0.09
H: 0.378 4.058 1.320  0.08
H: 1.257 1.375 2.434  0.06
H: -0.313 1.865 4.035  0.07
H: 0.220 3.553 4.219  0.08
H: -0.937 3.088 2.885  0.07
H: 2.370 2.386 4.094  0.07
H: 1.060 -0.893 0.326  -0.04
H: 0.896 -1.730 -2.458  0.01
H: 1.879 -2.964 -2.981  0.01
H: 4.343 0.254 -2.059  -0.01
C: -2.055 -2.810 -5.272  -0.67
F: -0.736 -2.974 -5.451  0.10
F: -2.343 -1.569 -5.691  0.10
F: -2.660 -3.647 -6.128  0.10
S: -2.570 -3.101 -3.516  0.44
O: -1.824 -2.122 -2.735  -0.36
O: -2.184 -4.477 -3.239  -0.35
O: -4.009 -2.887 -3.500  -0.35

Computed properties:
Net charge = -1
E_HOMO = -5.79 eV
HOMO-LUMO gap = 7.607 eV
Multiplicity = 1
Largest force on an atom = 0.04667 Eh/bohr

5.
Density functional theory data (ωB97M-V/def2-TZVPD) for a single CH3Cl2N3O molecule.

Each line ends with the Löwdin charge.
CARTESIAN COORDINATES (ANGSTROEM)
N: 1.798 0.419 0.181  -0.08
N: 0.842 -0.295 -0.375  -0.47
Cl: 0.623 -2.008 0.292  0.40
C: -0.717 0.502 0.118  -0.56
O: -0.662 1.266 1.013  0.11
N: -1.629 -0.029 -0.647  -0.33
Cl: -3.342 0.109 -0.288  0.65
H: 1.752 0.590 1.185  0.09
H: 2.722 0.190 -0.164  0.10
H: -1.388 -0.744 -1.315  0.09

Computed properties:
ΔE to the lowest compared entry with this formula, charge and spin = 31.6 kcal per mole
Net charge = 0
E_HOMO = -9.44 eV
SMILES string = NN(Cl)C(=O)NCl
HOMO-LUMO gap = 8.981 eV
Multiplicity = 1
Largest force on an atom = 0.07953 Eh/bohr

6.
Density functional theory data (ωB97M-V/def2-TZVPD) for a molecular structure, C32H53GeN2O3S2Tl.

Each line ends with the Löwdin charge.
CARTESIAN COORDINATES (ANGSTROEM)
Tl: -0.747 0.346 -0.209  1.01
C: -3.082 -3.815 -0.669  -0.02
C: -3.324 -2.319 -0.612  -0.17
C: -3.471 -1.631 0.601  -0.20
C: -3.342 -2.305 1.951  -0.02
C: -3.781 -0.262 0.598  -0.26
C: -4.147 0.407 1.908  -0.02
C: -3.824 0.443 -0.609  -0.26
C: -3.994 1.956 -0.623  -0.05
C: -3.760 -0.261 -1.825  -0.20
C: -4.072 0.447 -3.129  -0.01
C: -3.503 -1.630 -1.822  -0.19
C: -3.500 -2.394 -3.133  -0.03
H: -2.219 -4.063 -1.290  0.08
H: -3.941 -4.323 -1.113  0.11
H: -2.915 -4.262 0.303  0.06
H: -2.526 -1.861 2.529  0.08
H: -3.159 -3.371 1.892  0.07
H: -4.248 -2.173 2.544  0.10
H: -3.354 0.339 2.657  0.08
H: -5.013 -0.096 2.340  0.10
H: -4.417 1.452 1.792  0.07
H: -5.044 2.258 -0.651  0.11
H: -3.517 2.396 -1.501  0.06
H: -3.555 2.417 0.261  0.07
H: -3.172 0.742 -3.680  0.06
H: -4.664 1.346 -2.970  0.09
H: -4.652 -0.193 -3.791  0.09
H: -3.177 -1.773 -3.970  0.07
H: -4.506 -2.745 -3.380  0.12
H: -2.871 -3.279 -3.097  0.07
C: 3.848 2.444 0.281  -0.01
C: 3.902 1.009 -0.202  -0.63
C: 3.923 0.923 -1.716  -0.01
C: 5.056 0.243 0.416  -0.02
O: 2.643 0.334 0.195  -0.24
Ge: 2.239 -0.283 1.733  0.89
O: 1.401 0.847 2.685  -0.21
C: 1.265 0.861 4.177  -0.62
C: -0.037 1.600 4.422  -0.01
C: 2.455 1.613 4.733  -0.01
C: 1.203 -0.562 4.692  -0.02
O: 1.528 -1.819 1.691  -0.21
C: 2.082 -3.193 1.559  -0.62
C: 2.733 -3.324 0.199  -0.01
C: 3.064 -3.419 2.689  -0.01
C: 0.868 -4.094 1.691  0.00
H: 4.757 2.971 -0.008  0.11
H: 2.991 2.962 -0.155  0.09
H: 3.767 2.495 1.371  0.09
H: 4.829 1.392 -2.100  0.11
H: 3.907 -0.118 -2.041  0.10
H: 3.057 1.442 -2.137  0.08
H: 6.010 0.712 0.178  0.12
H: 4.966 0.238 1.515  0.09
H: 5.082 -0.787 0.057  0.09
H: 0.033 2.633 4.079  0.09
H: -0.864 1.102 3.912  0.08
H: -0.251 1.609 5.490  0.11
H: 2.487 2.635 4.357  0.10
H: 2.398 1.644 5.821  0.11
H: 3.392 1.113 4.466  0.09
H: 0.361 -1.106 4.262  0.10
H: 2.129 -1.105 4.457  0.08
H: 1.102 -0.561 5.776  0.12
H: 3.622 -2.691 0.119  0.08
H: 3.046 -4.355 0.037  0.11
H: 2.032 -3.047 -0.592  0.09
H: 3.898 -2.706 2.626  0.09
H: 2.579 -3.310 3.659  0.09
H: 3.484 -4.421 2.626  0.11
H: 0.110 -3.835 0.949  0.09
H: 1.169 -5.129 1.532  0.11
H: 0.431 -4.013 2.687  0.10
C: -0.562 4.368 0.441  -0.03
C: -0.691 4.007 -0.994  -0.55
N: -0.630 2.805 -1.474  0.03
C: -0.771 2.807 -2.850  -0.29
C: -0.957 4.090 -3.405  -0.26
S: -0.945 5.250 -2.217  1.23
C: -0.686 1.616 -3.590  -0.30
C: -0.759 1.535 -5.003  -0.27
S: -0.562 -0.031 -5.510  1.23
C: -0.387 -0.560 -3.835  -0.54
N: -0.487 0.399 -2.969  0.04
C: -0.104 -1.980 -3.518  -0.03
H: -0.269 3.493 1.019  0.08
H: -1.511 4.752 0.823  0.11
H: 0.181 5.155 0.578  0.10
H: -1.090 4.354 -4.444  0.11
H: -0.912 2.340 -5.708  0.11
H: -0.658 -2.650 -4.171  0.10
H: -0.364 -2.187 -2.480  0.08
H: 0.961 -2.180 -3.671  0.11

Computed properties:
ΔE to the lowest compared entry with this formula, charge and spin = 0.0 kcal per mole
Net charge = +3
E_HOMO (spin up / spin down) = -15.55 / -15.55 eV
HOMO-LUMO gap (spin up / spin down) = 5.899 / 3.870 eV
Multiplicity = 2
Largest force on an atom = 0.01435 Eh/bohr

7.
Density functional theory data (ωB97M-V/def2-TZVPD) for a single C5H12S molecule.

Each line ends with the Löwdin charge.
CARTESIAN COORDINATES (ANGSTROEM)
C: -1.839 -0.956 1.582  -0.12
C: -1.838 0.448 0.965  -0.28
C: -1.376 0.535 -0.480  -0.29
C: -0.155 -0.339 -0.789  -0.51
S: 1.319 0.303 0.052  0.79
C: 2.622 0.015 -1.198  -0.40
H: -0.840 -1.191 1.936  0.06
H: -2.537 -0.964 2.422  0.07
H: -2.124 -1.703 0.849  0.07
H: -1.171 1.051 1.600  0.10
H: -2.821 0.876 1.116  0.10
H: -1.009 1.547 -0.646  0.09
H: -2.152 0.392 -1.226  0.11
H: -0.321 -1.353 -0.443  0.06
H: 0.002 -0.341 -1.865  0.08
H: 2.352 -0.889 -1.739  0.03
H: 3.504 -0.218 -0.615  0.02
H: 2.767 0.896 -1.820  0.03

Computed properties:
ΔE to the lowest compared entry with this formula, charge and spin = 3.3 kcal per mole
Net charge = 0
E_HOMO = -8.43 eV
SMILES string = CCCCSC
HOMO-LUMO gap = 9.501 eV
Multiplicity = 1
Largest force on an atom = 0.01979 Eh/bohr

E values (in Eh) by entry order: -1397.473730; -862.558470; -348.975057; -2814.886350; -1199.681222; -4631.269476; -595.876802.